(1)
{"formula": "C51H40F9FeIN7OPSSe", "method": "ωB97M-V/def2-TZVPD", "species": ["Fe", "N", "C", "S", "N", "N", "C", "C", "C", "C", "C", "C", "C", "C", "C", "C", "C", "C", "N", "H", "H", "H", "H", "H", "H", "H", "H", "H", "H", "H", "N", "C", "O", "C", "I", "H", "H", "H", "H", "F", "C", "F", "F", "C", "C", "C", "C", "C", "C", "P", "C", "C", "C", "C", "C", "C", "C", "F", "F", "F", "C", "C", "C", "C", "C", "C", "C", "F", "F", "F", "H", "H", "H", "H", "H", "H", "H", "H", "H", "H", "H", "H", "C", "N", "C", "Se", "N", "C", "C", "C", "C", "C", "C", "H", "H", "H", "H", "H", "H", "H", "H", "C", "C", "C", "C", "C", "C", "C", "H", "H", "H", "H", "H"], "coordinates": [[0.85637, -0.41252, -0.10902], [1.10945, -2.42872, 3.76124], [0.87822, -1.89346, 2.49139], [2.20534, -1.01618, 1.74995], [-0.28771, -2.07783, 1.96834], [-0.51642, -1.48280, 0.75507], [-1.59475, -1.86622, 0.01371], [-2.61563, -2.82102, 0.47876], [-3.09871, -3.81214, -0.38709], [-4.06061, -4.71681, 0.03585], [-4.56928, -4.65507, 1.32715], [-4.09106, -3.68393, 2.19830], [-3.12004, -2.78511, 1.78590], [-1.61772, -1.31814, -1.29035], [-2.52236, -1.44302, -2.32964], [-2.09489, -1.17553, -3.66381], [-0.80315, -0.89329, -3.97538], [0.17562, -0.57017, -2.93277], [-0.41419, -0.58859, -1.56120], [2.08347, -2.59788, 3.94760], [0.49830, -3.19834, 3.99181], [-2.67472, -3.89307, -1.38095], [-4.40569, -5.48636, -0.64584], [-5.32300, -5.36347, 1.65314], [-4.48351, -3.62483, 3.20850], [-2.74232, -2.04283, 2.47153], [-3.50508, -1.85997, -2.15187], [-2.80834, -1.33748, -4.46454], [-0.46473, -0.89188, -5.00443], [1.19067, -0.94632, -3.03368], [0.96264, -4.22593, -0.09646], [1.48641, -3.49564, -1.14139], [1.62513, -2.25666, -1.04144], [1.93631, -4.23771, -2.26994], [-0.44983, -5.08673, -3.69108], [0.45735, -3.68659, 0.59375], [0.49953, -5.08027, -0.37084], [2.11575, -5.29725, -2.17050], [2.42140, -3.72643, -3.08711], [-0.02502, 3.71145, 7.71899], [1.08800, 3.71743, 6.94381], [2.04829, 3.08634, 7.64785], [1.46280, 5.01670, 6.85708], [0.84693, 3.10876, 5.60799], [-0.10122, 3.68421, 4.76558], [-0.34410, 3.12841, 3.52840], [0.33755, 1.98021, 3.08924], [1.29359, 1.43792, 3.93649], [1.54457, 1.99106, 5.18781], [-0.13100, 1.27410, 1.42539], [-1.92492, 1.12949, 1.73489], [-2.76799, 1.02453, 0.62763], [-4.10223, 0.69365, 0.76521], [-4.62517, 0.45803, 2.02830], [-3.80565, 0.55263, 3.14646], [-2.46494, 0.85575, 2.99589], [-6.06357, 0.10979, 2.18416], [-6.53834, -0.62107, 1.16144], [-6.85356, 1.22128, 2.24753], [-6.31196, -0.57925, 3.31949], [0.06772, 2.90489, 0.59918], [-0.92899, 3.75482, 0.13229], [-0.60451, 4.97866, -0.43267], [0.72191, 5.35417, -0.55759], [1.73403, 4.52210, -0.08270], [1.40221, 3.32184, 0.51067], [1.08310, 6.68002, -1.13035], [2.28649, 6.67320, -1.74411], [1.16399, 7.64816, -0.17180], [0.18747, 7.13598, -2.02945], [-0.64127, 4.56680, 5.08867], [-1.07832, 3.58519, 2.87651], [1.84788, 0.56489, 3.61990], [2.28256, 1.54434, 5.84095], [-2.35353, 1.21614, -0.35148], [-4.73414, 0.58778, -0.10825], [-4.21945, 0.36417, 4.12838], [-1.83026, 0.88039, 3.87151], [-1.96958, 3.46470, 0.21407], [-1.38406, 5.63546, -0.79724], [2.77074, 4.81614, -0.18414], [2.17713, 2.68565, 0.92304], [4.23611, -0.63839, -3.99581], [4.50819, -1.21252, -2.69995], [3.95053, -0.78507, -1.52454], [2.87604, 0.66904, -1.27476], [4.29936, -1.69137, -0.57544], [4.97342, -2.74956, -1.14650], [5.43963, -3.94328, -0.62803], [6.08476, -4.81156, -1.50354], [6.25712, -4.48870, -2.84560], [5.78155, -3.28938, -3.37013], [5.13334, -2.43322, -2.49936], [3.70985, 0.30084, -3.84391], [3.60608, -1.31128, -4.58207], [5.16758, -0.45526, -4.53507], [3.79228, -1.71241, 0.31425], [5.27407, -4.19352, 0.41203], [6.44660, -5.76274, -1.13397], [6.75581, -5.18878, -3.50466], [5.90014, -3.04645, -4.41818], [-0.09139, 0.67119, -2.13384], [-0.83807, 1.79646, -2.66705], [-0.06732, 2.76636, -3.33865], [-0.64989, 3.86291, -3.94290], [-2.03038, 4.05502, -3.88202], [-2.80846, 3.10721, -3.23369], [-2.23030, 1.98667, -2.64708], [1.00928, 2.63358, -3.35345], [-0.02479, 4.58918, -4.45207], [-2.48356, 4.92952, -4.33612], [-3.88797, 3.22480, -3.21095], [-2.87098, 1.23004, -2.21461]], "forces_ev_per_angstrom": [[-0.46, -0.29, -0.15], [-0.03, 0.14, 0.21], [-0.18, -0.01, -0.40], [0.29, -0.11, 0.41], [-0.17, -0.26, 0.30], [-0.27, -0.09, 0.11], [0.30, 0.00, -0.05], [-0.02, -0.05, 0.03], [0.12, 0.01, 0.08], [-0.04, -0.03, 0.01], [0.00, -0.01, -0.03], [-0.03, 0.01, 0.03], [-0.08, 0.04, -0.11], [-0.19, 0.00, -0.04], [-0.14, 0.18, 0.13], [0.12, -0.11, -0.07], [-0.13, 0.02, 0.06], [0.06, 0.34, -0.07], [-0.05, -0.74, 0.30], [0.02, -0.11, -0.05], [0.00, -0.01, -0.05], [-0.02, -0.02, 0.00], [0.03, 0.03, -0.01], [0.01, 0.02, 0.00], [0.03, 0.01, -0.02], [0.03, 0.04, 0.03], [0.03, -0.04, -0.04], [0.03, -0.03, -0.01], [-0.04, 0.01, 0.00], [-0.01, -0.06, 0.07], [-0.13, -0.10, -0.02], [0.13, 0.48, 0.34], [0.24, -1.14, -0.56], [0.34, -0.25, -0.14], [-0.09, -0.08, -0.01], [-0.01, 0.08, 0.01], [0.00, 0.02, -0.04], [-0.05, 0.02, -0.02], [-0.12, 0.10, 0.02], [0.08, -0.01, -0.04], [0.01, 0.12, 0.24], [-0.06, 0.06, -0.02], [-0.01, -0.08, 0.01], [0.04, -0.20, -0.29], [-0.03, 0.12, 0.06], [0.06, -0.09, -0.04], [-0.15, 0.28, 0.36], [-0.06, -0.24, -0.17], [0.02, 0.15, 0.18], [0.12, 0.99, 0.32], [-0.31, -0.43, 0.01], [0.27, 0.19, 0.05], [-0.20, -0.03, -0.03], [0.33, 0.04, 0.03], [-0.16, -0.04, -0.05], [0.21, 0.18, -0.05], [-0.31, 0.05, 0.03], [0.02, 0.03, 0.09], [0.07, -0.12, 0.01], [-0.01, 0.04, -0.11], [0.03, 0.33, 0.03], [-0.05, -0.22, 0.05], [-0.02, 0.11, -0.17], [0.11, -0.18, 0.10], [-0.08, 0.05, 0.00], [-0.12, -0.08, -0.09], [0.00, 0.27, -0.05], [-0.10, 0.01, 0.03], [0.02, -0.10, -0.10], [0.05, -0.06, 0.05], [-0.01, -0.01, -0.04], [-0.02, 0.02, 0.05], [-0.01, -0.04, -0.03], [0.01, -0.03, -0.06], [-0.06, -0.14, -0.03], [0.07, 0.01, -0.03], [0.07, -0.04, 0.02], [-0.01, -0.01, 0.03], [0.02, 0.04, -0.05], [-0.02, -0.06, -0.02], [-0.01, -0.01, 0.04], [0.08, -0.04, -0.14], [0.07, 0.02, -0.08], [-0.11, 0.02, 0.09], [0.37, -0.19, 0.19], [0.40, 0.39, -0.34], [-0.04, 0.06, -0.12], [-0.03, 0.01, -0.06], [-0.01, 0.00, 0.02], [-0.03, 0.03, 0.12], [0.02, 0.03, -0.14], [0.02, 0.00, 0.02], [-0.02, -0.05, 0.04], [-0.02, -0.01, 0.01], [-0.01, -0.01, 0.03], [0.01, 0.00, 0.03], [-0.01, -0.03, -0.02], [0.03, -0.03, -0.03], [0.00, 0.01, -0.01], [-0.01, 0.00, 0.03], [-0.03, -0.02, 0.00], [0.43, 1.20, -0.21], [-0.41, -0.56, -0.06], [-0.04, 0.12, -0.02], [0.04, -0.03, 0.09], [-0.03, 0.08, -0.01], [0.01, 0.05, 0.04], [0.00, 0.17, 0.03], [-0.01, -0.02, -0.01], [0.00, 0.00, 0.02], [-0.01, -0.04, 0.00], [0.02, -0.01, 0.03], [0.02, -0.06, -0.07]], "mulliken_spin": [2.036, 0.024, 0.103, 0.027, -0.095, 0.149, 0.215, -0.030, 0.054, -0.018, 0.040, -0.028, 0.036, -0.065, 0.310, -0.094, 0.265, -0.069, -0.119, 0.005, 0.000, -0.001, 0.000, 0.006, -0.001, 0.019, -0.001, 0.002, 0.006, 0.001, 0.024, 0.059, 0.153, 0.549, 0.277, -0.012, 0.001, -0.016, -0.007, 0.000, 0.000, 0.000, 0.000, 0.000, -0.001, -0.008, 0.034, 0.005, 0.003, -0.018, 0.004, 0.016, -0.009, 0.004, 0.006, -0.002, 0.002, 0.001, 0.000, 0.000, -0.020, 0.001, -0.001, 0.003, -0.004, 0.009, 0.000, 0.000, 0.000, 0.000, 0.000, 0.004, 0.004, 0.001, 0.004, 0.007, 0.001, 0.004, 0.002, 0.001, 0.000, 0.005, -0.002, 0.004, 0.010, -0.019, -0.003, -0.012, 0.020, -0.007, 0.004, 0.001, 0.014, 0.002, 0.001, 0.000, 0.014, -0.001, 0.000, 0.001, 0.000, -0.030, 0.101, 0.015, -0.011, 0.019, -0.014, -0.003, 0.001, 0.000, 0.003, 0.000, 0.031], "gap_ha": [0.144, 0.188], "lumo_energy_ev": [3.86, 3.85], "homo_ev": [-0.1, -1.3], "de_lowest_ev": 0.000, "total_charge": -2, "multiplicity": 5}

(2)
{"formula": "C51H41NO4S4SiTi", "method": "ωB97M-V/def2-TZVPD", "species": ["Ti", "S", "C", "C", "C", "C", "C", "C", "S", "C", "C", "C", "C", "C", "C", "C", "S", "C", "C", "C", "C", "C", "C", "S", "N", "H", "H", "H", "H", "H", "H", "H", "H", "H", "H", "H", "H", "H", "H", "H", "O", "C", "C", "O", "O", "C", "C", "C", "C", "C", "C", "C", "C", "C", "C", "C", "C", "H", "H", "H", "H", "H", "H", "H", "H", "H", "H", "H", "O", "Si", "C", "C", "C", "C", "C", "C", "C", "C", "C", "C", "C", "C", "C", "C", "C", "C", "C", "C", "H", "H", "H", "H", "H", "H", "H", "H", "H", "H", "H", "H", "H", "H", "H"], "coordinates": [[0.26064, -0.28215, 0.72187], [-0.69477, -2.18062, -2.78912], [-2.00696, -1.38956, -3.57490], [-2.63538, -2.02869, -4.66484], [-3.75537, -1.49366, -5.27631], [-4.25671, -0.27380, -4.83335], [-3.62585, 0.39529, -3.79228], [-2.51599, -0.14742, -3.14954], [-1.75839, 0.79287, -1.85572], [-2.85170, 0.33136, -0.49847], [-2.66180, -1.05698, 0.04234], [-3.74140, -1.78699, 0.41211], [-3.51984, -2.99748, 1.15717], [-2.26582, -3.41380, 1.40766], [-1.13083, -2.67910, 0.88061], [0.14991, -3.10199, 0.94656], [2.36612, -0.73632, 1.76383], [2.52694, 0.82096, 2.61025], [3.55295, 0.89624, 3.56532], [3.78497, 2.03482, 4.31236], [2.97572, 3.15142, 4.12803], [1.96610, 3.10102, 3.18845], [1.72549, 1.95845, 2.41373], [0.45921, 2.11951, 1.16724], [-1.38666, -1.46310, 0.24567], [-2.21796, -2.96843, -5.00119], [-4.22553, -2.01449, -6.10074], [-5.12658, 0.16503, -5.30622], [-3.98794, 1.36337, -3.46794], [-3.89090, 0.46252, -0.79212], [-2.63107, 1.06797, 0.28215], [-4.73925, -1.41678, 0.21818], [-4.36575, -3.56900, 1.52224], [-2.06424, -4.32905, 1.95257], [0.92467, -2.67349, 0.31626], [0.42640, -3.96382, 1.53784], [4.17431, 0.01766, 3.70768], [4.59270, 2.05198, 5.03417], [3.12747, 4.05126, 4.71144], [1.33011, 3.96439, 3.03358], [3.18058, 1.47816, -0.62436], [2.73531, 1.32776, -1.95184], [1.46244, 0.47091, -2.04914], [0.97299, 0.20411, -3.11824], [1.02031, -0.03071, -0.91136], [2.54283, 2.70658, -2.61226], [3.59209, 3.60850, -2.42975], [3.53503, 4.88526, -2.96225], [2.41914, 5.28968, -3.68655], [1.36884, 4.40520, -3.86393], [1.42682, 3.11948, -3.33310], [3.82604, 0.51530, -2.66294], [4.01938, 0.61500, -4.03495], [4.97240, -0.17054, -4.66822], [5.73550, -1.06706, -3.93076], [5.53565, -1.17508, -2.56070], [4.58143, -0.38959, -1.92476], [2.48838, 1.94475, -0.11076], [4.45311, 3.29452, -1.85222], [4.36171, 5.56823, -2.80817], [2.36949, 6.28842, -4.10248], [0.49035, 4.70961, -4.41955], [0.60004, 2.44448, -3.48477], [3.41825, 1.30983, -4.60890], [5.11480, -0.08496, -5.73898], [6.48046, -1.67997, -4.42340], [6.11794, -1.88070, -1.98086], [4.40949, -0.47278, -0.85945], [-0.49842, -0.27676, 2.39867], [-0.78454, -0.46491, 3.99587], [0.22049, -1.87776, 4.67675], [-0.30264, -3.17598, 4.68669], [0.45949, -4.26111, 5.10302], [1.77085, -4.06504, 5.51356], [2.31678, -2.78803, 5.49694], [1.54947, -1.70880, 5.08005], [-0.52061, 1.10957, 4.96946], [0.13999, 1.15714, 6.19928], [0.25936, 2.34846, 6.90974], [-0.29481, 3.51410, 6.40472], [-0.97337, 3.48635, 5.19148], [-1.08133, 2.29898, 4.48495], [-2.61057, -0.82740, 4.20929], [-3.51918, -0.22188, 3.33575], [-4.88955, -0.39989, 3.47822], [-5.38285, -1.20021, 4.49926], [-4.50028, -1.80684, 5.38644], [-3.13191, -1.61513, 5.24299], [-1.31604, -3.34946, 4.34155], [0.03343, -5.25754, 5.09779], [2.37076, -4.90803, 5.83554], [3.34753, -2.63247, 5.79366], [2.00257, -0.72480, 5.04967], [0.56612, 0.25489, 6.61964], [0.78703, 2.36185, 7.85597], [-0.19823, 4.44383, 6.95260], [-1.41047, 4.39357, 4.79019], [-1.59332, 2.30229, 3.52818], [-3.14666, 0.39414, 2.52284], [-5.57130, 0.07748, 2.78316], [-6.45075, -1.34931, 4.60696], [-4.87899, -2.42845, 6.18934], [-2.46086, -2.08160, 5.95569]], "forces_ev_per_angstrom": [[-0.38, -0.38, 2.23], [0.03, -0.13, -0.16], [-0.06, -0.16, -0.15], [-0.01, 0.04, 0.03], [0.13, 0.05, 0.16], [0.04, -0.01, 0.04], [0.04, -0.04, -0.03], [-0.15, 0.04, -0.19], [-0.19, 0.23, -0.03], [-0.16, 0.06, 0.06], [0.37, 0.23, 0.01], [-0.24, -0.54, 0.23], [-0.19, 0.35, -0.26], [0.34, 0.01, 0.16], [-0.75, 0.29, -0.62], [0.64, -0.07, -0.18], [-0.02, 0.38, -0.02], [0.05, -0.15, 0.05], [-0.02, -0.09, 0.02], [0.00, 0.00, -0.02], [0.00, -0.05, -0.01], [-0.05, -0.03, 0.00], [-0.13, 0.13, -0.05], [0.40, -0.13, -0.36], [0.09, -0.22, 0.09], [0.00, 0.01, -0.02], [0.00, 0.00, 0.01], [0.01, 0.01, 0.00], [-0.01, -0.01, 0.00], [-0.08, 0.08, 0.00], [0.03, -0.02, 0.06], [0.02, -0.05, 0.01], [0.00, 0.03, -0.02], [-0.02, 0.05, 0.03], [-0.05, -0.07, -0.14], [0.05, 0.11, 0.09], [-0.02, 0.03, 0.00], [-0.01, -0.01, 0.00], [0.00, -0.01, 0.00], [0.00, -0.02, -0.01], [-0.24, 0.41, -0.02], [0.21, 0.26, 0.00], [-0.04, -0.72, 0.74], [-0.11, 0.09, -0.44], [0.65, 0.25, -1.69], [0.12, 0.02, 0.14], [-0.01, 0.03, -0.05], [0.00, -0.02, 0.01], [0.02, -0.03, 0.02], [0.01, -0.04, 0.01], [0.12, -0.05, 0.11], [-0.15, 0.02, 0.01], [0.02, 0.02, -0.04], [-0.01, -0.01, 0.07], [-0.03, 0.03, 0.02], [-0.05, 0.04, -0.01], [0.03, -0.03, -0.06], [0.09, -0.28, -0.17], [-0.02, 0.01, -0.02], [-0.01, 0.00, 0.00], [0.00, 0.00, 0.00], [0.00, 0.00, 0.01], [-0.06, -0.07, -0.03], [0.01, -0.03, 0.01], [0.00, 0.00, 0.02], [0.00, -0.01, 0.01], [0.01, 0.01, 0.00], [0.00, 0.00, 0.00], [-0.38, 0.24, 0.89], [-0.01, -0.01, -0.52], [0.15, -0.26, 0.08], [0.11, -0.02, -0.04], [0.01, 0.10, -0.01], [0.01, 0.01, 0.00], [-0.04, 0.00, -0.02], [-0.05, -0.08, 0.02], [0.17, 0.24, 0.07], [-0.06, 0.11, -0.04], [-0.04, -0.05, -0.08], [-0.01, 0.00, -0.01], [0.02, -0.03, 0.01], [0.05, -0.03, 0.03], [-0.30, -0.12, -0.06], [-0.01, -0.05, 0.08], [0.04, -0.01, 0.01], [0.05, -0.01, 0.02], [0.03, 0.06, -0.09], [-0.06, 0.14, -0.02], [0.01, 0.01, 0.00], [0.00, 0.01, 0.00], [0.00, 0.00, 0.00], [-0.02, -0.01, 0.00], [-0.01, 0.01, -0.01], [0.02, -0.03, -0.01], [0.00, 0.00, 0.00], [-0.01, 0.00, 0.00], [0.02, -0.01, 0.01], [0.03, -0.02, 0.01], [0.00, -0.05, 0.04], [0.01, -0.02, 0.01], [0.00, 0.00, 0.00], [0.00, 0.01, 0.00], [0.00, 0.00, -0.02]], "mulliken_spin": [0.030, 0.828, -0.024, 0.093, -0.059, 0.114, -0.051, 0.065, -0.002, 0.002, 0.029, -0.005, 0.000, -0.011, 0.027, -0.004, 0.001, -0.001, 0.001, 0.000, 0.000, -0.001, 0.001, 0.000, -0.054, 0.001, -0.003, 0.009, 0.001, 0.003, -0.001, 0.001, 0.000, 0.001, -0.007, 0.002, 0.000, 0.000, 0.000, 0.000, 0.000, 0.000, -0.011, 0.027, -0.002, 0.003, 0.000, 0.000, 0.000, 0.000, 0.000, 0.002, -0.003, 0.000, 0.000, 0.000, 0.000, 0.000, 0.000, 0.000, 0.000, 0.000, -0.001, 0.000, 0.000, 0.000, 0.000, 0.000, 0.001, -0.001, 0.000, 0.000, 0.000, 0.000, 0.000, 0.000, 0.000, 0.000, 0.000, 0.000, 0.000, 0.000, -0.001, 0.001, 0.000, 0.000, 0.000, 0.000, 0.000, 0.000, 0.000, 0.000, 0.000, 0.000, 0.000, 0.000, 0.000, 0.000, -0.001, 0.000, 0.000, 0.000, 0.000], "gap_ha": [0.241, 0.178], "lumo_energy_ev": [2.35, 0.63], "homo_ev": [-4.2, -4.2], "de_lowest_ev": 1.607, "total_charge": -1, "multiplicity": 2}